# C44H115N7O18

A cluster of 10 separate species, C44H115N7O18 in total at a distorted geometry (ωB97M-V/def2-TZVPD, the OMol25 dataset).

Element x y z (Å)
C: 4.3843 2.5084 -16.8065
O: 4.3676 2.8046 -15.4285
C: 3.2849 2.1501 -14.7811
C: 3.2314 2.6807 -13.3616
N: 4.5117 2.4024 -12.7079
C: 4.6757 3.1719 -11.5018
C: 3.9085 2.5825 -10.3188
O: 4.2324 3.3896 -9.1946
C: 3.8299 2.9033 -7.9490
H: 4.0379 1.5279 -17.1448
H: 5.3976 2.6926 -17.1591
H: 3.7195 3.1642 -17.3856
H: 3.3198 1.0591 -14.8800
H: 2.3900 2.4314 -15.3490
H: 2.4181 2.1395 -12.8628
H: 2.8929 3.7243 -13.3379
H: 5.2147 2.6611 -13.3902
H: 4.3380 4.2123 -11.6385
H: 5.7212 3.2374 -11.1975
H: 4.3442 1.5966 -10.1158
H: 2.8241 2.5010 -10.4299
H: 4.4014 3.4224 -7.1787
H: 3.9798 1.8330 -7.7751
H: 2.7809 3.1306 -7.7263
C: 7.5885 1.3724 -20.1319
O: 6.1950 1.4424 -19.9030
C: 5.4707 1.1799 -21.0940
C: 3.9891 1.2788 -20.7559
N: 3.1547 0.7447 -21.8124
C: 1.7305 0.8082 -21.4164
C: 0.8317 0.0239 -22.3563
O: 0.6589 0.6259 -23.6271
C: -0.1045 1.8290 -23.6140
H: 7.8913 0.3975 -20.5322
H: 8.0884 1.4413 -19.1673
H: 7.9103 2.1486 -20.8290
H: 5.6593 0.1410 -21.3878
H: 5.7315 1.9179 -21.8594
H: 3.7757 2.3440 -20.5634
H: 3.8023 0.7495 -19.8188
H: 3.2214 1.2927 -22.6641
H: 1.5113 1.8782 -21.3298
H: 1.6567 0.2935 -20.4635
H: -0.1585 -0.0481 -21.8843
H: 1.2252 -0.9708 -22.5604
H: -1.1144 1.6290 -23.2558
H: -0.0877 2.1484 -24.6539
H: 0.3792 2.6158 -23.0319
C: -2.9456 3.1085 -22.7293
O: -3.3164 2.9834 -21.3530
C: -2.2370 2.4839 -20.5802
C: -2.7033 2.5286 -19.1333
N: -2.8521 3.9160 -18.6933
C: -3.2682 4.1100 -17.3156
C: -2.2963 3.6265 -16.2584
O: -1.1016 4.3391 -16.3349
C: -0.1847 3.9455 -15.3345
H: -3.8849 3.2716 -23.2511
H: -2.4956 2.1697 -23.0622
H: -2.2375 3.9279 -22.8578
H: -1.3060 3.0395 -20.7040
H: -2.2097 1.4144 -20.8240
H: -2.0337 1.9593 -18.4914
H: -3.7122 2.0910 -19.0619
H: -3.4075 4.4206 -19.3661
H: -4.2452 3.6124 -17.2065
H: -3.4359 5.1773 -17.1492
H: -2.1357 2.5578 -16.4696
H: -2.8444 3.5584 -15.3101
H: -0.4031 4.5568 -14.4524
H: 0.8310 4.1598 -15.6701
H: -0.2158 2.8908 -15.0485
C: 1.8009 -4.2230 -16.7763
O: 2.2140 -2.8747 -16.6880
C: 2.4498 -2.4117 -15.3513
C: 3.8353 -2.7911 -14.8148
N: 4.9062 -1.9274 -15.3323
C: 4.9598 -1.9254 -16.7901
C: 6.2427 -1.2605 -17.2968
O: 7.3250 -2.1128 -16.9782
C: 8.5863 -1.5152 -17.0550
H: 0.7744 -4.3227 -16.4109
H: 2.4889 -4.9202 -16.2938
H: 1.7972 -4.5060 -17.8301
H: 1.6741 -2.8344 -14.7094
H: 2.4104 -1.3247 -15.4144
H: 3.9905 -3.8585 -15.0354
H: 3.7603 -2.7782 -13.7252
H: 5.7630 -2.3456 -14.9837
H: 4.1052 -1.4102 -17.2239
H: 4.9442 -2.9531 -17.1777
H: 6.3647 -0.3159 -16.7541
H: 6.1761 -1.0584 -18.3690
H: 8.7330 -0.6864 -16.3563
H: 8.8648 -1.2485 -18.0813
H: 9.3200 -2.2800 -16.7881
C: 5.2690 -5.4024 -28.6346
O: 5.0947 -5.5560 -27.2447
C: 4.1285 -4.6591 -26.7056
C: 4.1349 -4.9009 -25.2173
N: 3.2820 -3.9084 -24.5893
C: 3.0707 -4.0377 -23.1581
C: 4.3195 -3.8178 -22.2854
O: 4.0580 -3.9139 -20.9052
C: 3.1883 -2.9562 -20.3629
H: 5.5913 -4.3958 -28.9243
H: 4.2901 -5.4912 -29.1238
H: 5.9527 -6.1350 -29.0500
H: 3.1723 -4.8954 -27.1767
H: 4.3974 -3.6040 -26.8357
H: 5.1702 -4.8240 -24.8634
H: 3.7939 -5.9205 -25.0283
H: 3.4859 -2.9473 -24.8184
H: 2.5778 -4.9721 -22.8904
H: 2.4038 -3.2112 -22.8923
H: 4.8632 -2.8992 -22.5375
H: 5.0241 -4.6364 -22.4581
H: 3.4010 -1.9252 -20.6882
H: 3.2789 -2.8951 -19.2789
H: 2.1590 -3.1278 -20.6929
C: -1.8107 -4.9043 -20.6801
C: -0.9338 -3.9994 -19.8600
O: -0.8262 -2.6617 -20.3298
O: -3.1930 -4.7285 -20.3565
H: -1.5310 -5.9514 -20.5649
H: -1.6882 -4.6422 -21.7357
H: 0.1087 -4.3375 -19.9444
H: -1.1904 -4.1034 -18.7997
H: -0.2476 -2.1364 -19.7346
H: -3.6778 -4.5208 -21.1579
C: 0.9622 5.3810 -21.7160
C: 2.0568 5.5568 -20.6921
O: 3.0415 6.4525 -21.1992
O: -0.1127 4.6345 -21.1559
H: 1.3505 4.9038 -22.6169
H: 0.6303 6.3457 -22.1121
H: 2.5705 4.6190 -20.4491
H: 1.6706 5.9036 -19.7255
H: 3.7214 6.5883 -20.5348
H: -0.4834 5.1112 -20.4043
C: -3.6317 -0.8843 -20.6766
C: -4.7088 -0.0519 -21.3955
O: -5.6686 -0.9281 -22.0041
O: -2.6506 -1.1376 -21.6912
H: -4.0277 -1.8489 -20.3512
H: -3.2383 -0.3628 -19.7991
H: -4.1738 0.4666 -22.1936
H: -5.2246 0.6259 -20.7131
H: -6.3886 -0.3462 -22.2664
H: -1.9967 -1.7672 -21.3040
C: -0.9739 -1.2001 -17.2031
C: -0.0863 -0.3115 -18.0636
C: 0.6619 0.6890 -17.2084
O: 1.5978 1.4502 -17.9768
C: 1.0295 2.6168 -18.5107
N: 0.9504 -1.1848 -18.6489
H: -0.3380 -1.7815 -16.5322
H: -1.5055 -1.9055 -17.8482
H: -1.7793 -0.7105 -16.6528
H: -0.7094 0.1672 -18.8227
H: 1.2555 0.1789 -16.4463
H: 0.0426 1.4046 -16.6547
H: 0.2970 2.4123 -19.3058
H: 1.7359 3.2213 -19.0786
H: 0.5092 3.2275 -17.7642
H: 1.7270 -0.5518 -18.8422
H: 1.4198 -1.7685 -17.9436
C: 1.8865 6.8625 -17.5779
C: 0.4268 7.3397 -17.6368
C: 0.2872 8.7244 -18.2385
O: 0.8990 9.6227 -17.3272
C: 1.0346 10.9134 -17.8631
N: -0.3145 6.2918 -18.3630
H: 2.3620 6.8063 -18.5597
H: 1.8936 5.8305 -17.2200
H: 2.4977 7.4894 -16.9279
H: 0.0280 7.3097 -16.6170
H: -0.7645 9.0276 -18.3299
H: 0.6710 8.7774 -19.2638
H: 1.5394 11.6008 -17.1832
H: 0.0788 11.4079 -18.0688
H: 1.6523 10.8767 -18.7657
H: -1.2065 6.5768 -18.7560
H: -0.5805 5.6127 -17.6479

The HOMO energy is -8.32 eV. As for the SMILES: COC[C@H](C)N.COC[C@H](C)N.COCCNCCOC.COCCNCCOC.COCCNCCOC.COCCNCCOC.COCCNCCOC.OCCO.OCCO.OCCO. The energy relative to the best compared isomer or geometry (same formula, charge and spin) is 0.0 kcal per mole. For the LUMO energy, the calculation gives 0.44 eV. For the energy, the calculation gives -94768.8847 eV. For the frontier orbital gap, the calculation gives 8.8 eV.